Here is a molecular structure, C50H117As3F18N12O4 from the OMol25 dataset. Energies are from wB97M-V/def2-TZVPD.

Output
Total charge ... +6
Total energy ... -11436.22799 hartree

Each line ends with the Mulliken charge.
Positions of all 204 atoms, in Å:
C  14.18  10.82  11.02  -1.1197
C  13.25  9.72  11.60  -0.4625
C  12.39  10.34  12.76  -0.4842
N  11.46  9.39  13.34  0.9971
C  12.17  8.17  14.00  -1.0874
C  10.57  10.11  14.41  0.6282
C  9.23  10.19  13.76  -0.1169
C  9.13  8.84  13.10  -0.8932
C  10.43  8.81  12.34  -0.5990
H  14.80  10.54  10.17  0.4423
H  14.92  11.20  11.72  0.0037
H  13.61  11.69  10.70  0.4193
H  13.85  8.86  11.90  0.3880
H  12.56  9.49  10.79  0.5394
H  11.77  11.17  12.44  0.4878
H  12.99  10.63  13.62  -0.2937
H  12.83  8.53  14.79  0.1898
H  12.65  7.53  13.26  0.4083
H  11.49  7.55  14.58  0.4255
H  10.44  9.46  15.27  0.1091
H  11.06  11.03  14.71  -0.7862
H  8.33  10.37  14.35  0.3734
H  9.24  11.03  13.06  -0.0934
H  9.12  7.96  13.75  0.3603
H  8.34  8.78  12.35  0.4298
H  10.65  7.80  12.00  0.2828
H  10.46  9.43  11.44  0.4800
C  20.13  17.81  12.74  -1.2257
C  18.89  18.26  13.59  0.1091
C  19.15  18.26  15.13  -0.8184
N  17.89  18.22  16.01  0.4249
C  17.24  16.82  15.86  -0.9777
C  16.79  19.29  15.68  0.0100
C  16.47  19.94  17.03  -0.8179
C  16.95  18.94  18.09  -0.1542
C  18.19  18.35  17.51  -0.8058
H  21.03  18.32  13.07  0.3964
H  20.15  18.04  11.67  0.3911
H  20.19  16.74  12.92  0.1086
H  18.10  17.53  13.39  -0.1167
H  18.52  19.22  13.22  0.4481
H  19.57  19.25  15.30  0.5375
H  19.77  17.45  15.51  0.4438
H  16.79  16.80  14.86  0.4575
H  16.44  16.81  16.60  -0.1858
H  18.05  16.16  16.15  0.3881
H  15.91  18.78  15.29  -0.2649
H  17.14  20.06  14.99  0.5333
H  15.44  20.21  17.22  0.3253
H  16.98  20.91  17.12  0.4311
H  16.21  18.18  18.34  -0.1968
H  17.20  19.38  19.05  0.5803
H  18.70  17.56  18.06  0.3724
H  19.01  19.07  17.56  0.5536
C  21.30  12.34  14.80  -1.3299
C  20.15  13.38  14.70  0.2707
C  19.70  13.66  13.23  -0.8846
O  18.40  14.27  13.19  0.1257
C  18.00  14.43  11.86  -0.9756
N  19.00  12.83  15.61  0.2427
H  19.33  12.73  16.56  0.4327
H  18.32  13.58  15.58  -0.1348
H  18.49  12.01  15.33  0.2662
H  21.87  12.25  15.73  0.4398
H  22.04  12.64  14.05  0.3981
H  20.88  11.35  14.67  0.3799
H  20.40  14.32  15.20  0.1174
H  19.81  12.75  12.63  0.4350
H  20.37  14.41  12.82  0.4826
H  18.67  15.10  11.32  0.3934
H  17.07  15.00  11.88  0.2231
H  17.84  13.51  11.30  0.3423
C  14.77  12.98  13.75  -1.9220
C  14.93  13.91  14.98  2.4243
C  14.05  15.23  14.85  -0.2615
O  14.28  16.05  15.89  1.0219
C  13.60  17.30  15.91  -0.6558
N  14.42  12.97  16.15  3.6860
H  14.72  13.35  17.04  -0.2962
H  13.43  12.78  16.22  -1.1937
H  14.85  12.05  16.14  -0.4575
H  15.20  13.42  12.85  0.4554
H  13.73  12.72  13.56  0.1414
H  15.16  11.96  13.75  0.1307
H  15.97  14.06  15.25  -0.8963
H  12.97  15.09  14.88  -0.5084
H  14.22  15.77  13.91  0.0659
H  12.54  17.05  15.95  0.5413
H  13.72  17.91  15.01  -0.2463
H  13.89  17.86  16.80  -0.0457
C  12.64  17.59  11.47  -0.8471
C  12.83  19.13  11.29  0.0265
C  11.80  19.75  10.26  -0.8112
O  12.28  21.08  10.03  -0.3946
C  11.38  21.66  9.12  -0.7947
N  12.67  19.79  12.66  0.1674
H  12.76  20.80  12.59  0.4947
H  11.77  19.55  13.06  -0.0142
H  13.41  19.58  13.31  0.0411
H  13.49  17.14  12.00  0.0179
H  12.69  17.26  10.43  0.6579
H  11.71  17.35  11.99  -0.0183
H  13.84  19.48  11.05  0.5644
H  10.76  19.68  10.59  0.2853
H  11.82  19.15  9.34  0.5705
H  10.36  21.81  9.49  0.3239
H  11.19  21.03  8.26  0.3508
H  11.82  22.59  8.75  0.3049
C  16.40  10.80  19.26  -1.1723
C  15.46  9.75  19.93  0.0257
C  14.40  10.33  20.88  -0.0290
O  13.63  9.24  21.40  -0.4339
C  12.73  9.80  22.29  -0.4551
N  14.88  8.79  18.84  0.1080
H  14.88  9.37  18.01  -0.6251
H  15.44  8.04  18.44  0.4701
H  13.97  8.40  19.07  0.4480
H  15.93  11.48  18.55  -0.0712
H  17.21  10.34  18.69  0.4684
H  16.90  11.34  20.06  0.5682
H  16.03  8.97  20.44  0.5545
H  13.68  11.00  20.40  -0.0956
H  15.02  10.83  21.62  0.3218
H  13.21  10.25  23.16  0.2341
H  12.22  8.87  22.56  0.3606
H  12.07  10.52  21.81  0.0673
C  9.45  13.79  22.70  -0.9639
C  9.36  15.31  22.63  -0.2817
N  9.93  15.90  21.43  0.1741
C  10.34  15.28  20.27  -0.7847
C  10.95  16.18  19.45  -0.7307
N  10.78  17.44  20.05  0.2677
C  10.17  17.25  21.27  -0.3834
C  11.15  18.75  19.49  -0.7441
H  8.81  13.21  22.04  0.4380
H  9.24  13.22  23.61  0.4349
H  10.39  13.34  22.37  -0.1407
H  9.98  15.72  23.43  0.3805
H  8.38  15.77  22.79  0.4162
H  10.34  14.21  20.17  0.6150
H  11.45  16.08  18.50  0.8430
H  10.05  17.89  22.13  0.4516
H  10.38  19.10  18.80  0.3199
H  12.12  18.61  19.00  0.1945
H  11.27  19.54  20.23  0.3587
C  13.15  14.87  24.15  -1.1938
C  13.65  13.59  23.39  -0.2886
N  14.63  13.86  22.37  0.4608
C  16.06  13.77  22.54  -0.7668
C  16.60  14.17  21.31  -0.2700
N  15.55  14.59  20.44  0.4008
C  14.38  14.35  21.12  -0.7435
C  15.64  15.14  19.12  -0.3828
H  12.33  14.49  24.77  0.4246
H  12.73  15.71  23.60  0.2470
H  13.95  15.28  24.76  0.4090
H  12.82  13.12  22.87  -0.1110
H  13.90  12.74  24.02  0.4534
H  16.59  13.47  23.43  0.5152
H  17.59  14.41  20.98  0.5475
H  13.42  14.38  20.62  0.6350
H  14.69  15.64  18.93  0.1613
H  15.77  14.25  18.49  -0.0876
H  16.49  15.82  19.05  0.3773
C  9.00  13.90  14.91  -1.2060
C  10.14  14.07  13.90  1.7824
N  9.64  14.84  12.76  0.9798
C  9.36  14.38  11.49  -0.2508
C  8.88  15.43  10.73  -0.8537
N  8.73  16.54  11.58  0.1673
C  9.32  16.17  12.79  -0.6431
C  8.31  17.88  11.25  -0.8536
H  8.53  14.83  15.22  0.4564
H  9.47  13.47  15.79  0.1721
H  8.28  13.16  14.56  0.3175
H  10.63  13.11  13.74  -0.9002
H  10.94  14.58  14.45  -1.2706
H  9.39  13.31  11.30  0.4886
H  8.64  15.57  9.68  0.5278
H  9.24  16.75  13.70  0.6595
H  7.35  17.80  10.75  0.3894
H  9.05  18.30  10.56  0.3400
H  8.25  18.52  12.13  0.3279
As  16.32  9.07  15.22  1.8328
F  17.20  8.50  16.72  -0.4851
F  15.06  7.81  15.57  -0.5141
F  15.24  9.66  13.86  -0.3889
F  17.52  10.42  14.82  -0.7475
F  17.13  7.92  14.17  -0.4200
F  15.38  10.20  16.29  -0.6335
As  10.42  19.19  15.67  1.9341
F  9.69  20.23  16.94  -0.4672
F  10.36  20.58  14.60  -0.4850
F  11.24  18.20  14.30  -0.4514
F  10.40  17.77  16.73  -0.3791
F  8.78  18.69  15.17  -0.4734
F  12.01  19.65  16.28  -0.4127
As  11.37  12.08  17.99  1.9760
F  12.33  13.58  18.44  -0.2199
F  11.24  11.60  19.72  -0.4619
F  10.43  10.69  17.48  -0.4549
F  11.64  12.60  16.24  -0.8304
F  12.82  10.99  17.75  -0.5602
F  9.84  13.05  18.22  -0.4952

=====

Here is 13 unconnected molecules or ions with the total composition C50H127B5F20N9O7 from the OMol25 dataset. Energies are from wB97M-V/def2-TZVPD.

Output
Total charge ... +3
Total energy ... -5122.55455 hartree

Each line ends with the Mulliken charge.
Positions of all 218 atoms, in Å:
C  -6.41  6.71  -0.36  -0.7582
N  -7.07  5.57  0.33  -0.1102
C  -8.53  5.81  0.49  -0.9380
C  -6.92  4.39  -0.57  -0.7762
C  -6.32  5.35  1.64  -0.1428
C  -6.90  4.26  2.52  -0.5721
O  -8.27  4.55  2.81  -0.5058
H  -6.29  7.55  0.36  0.3373
H  -6.97  7.01  -1.20  0.3869
H  -5.43  6.36  -0.66  0.3349
H  -8.94  5.92  -0.52  0.4099
H  -8.73  6.74  1.08  0.3292
H  -9.02  4.94  0.95  0.4044
H  -7.22  4.69  -1.55  0.4339
H  -7.67  3.69  -0.25  0.4306
H  -5.90  4.02  -0.52  0.2199
H  -6.27  6.27  2.19  0.3450
H  -5.36  5.16  1.24  0.1556
H  -6.28  4.31  3.41  0.4766
H  -6.79  3.22  2.16  0.2428
H  -8.43  4.56  3.78  0.3167
C  0.72  0.21  1.47  -0.2824
N  -0.71  -0.09  1.14  1.5597
C  -1.28  1.02  0.34  -1.5564
C  -0.70  -1.33  0.30  -0.5399
C  -1.59  -0.19  2.37  -0.7001
C  -1.20  -1.21  3.35  0.0967
O  -0.20  -0.61  4.24  -0.5373
H  1.25  0.45  0.50  0.2818
H  1.11  -0.62  1.99  0.3229
H  0.84  1.03  2.21  -0.3929
H  -2.31  0.97  0.07  0.6905
H  -0.77  1.08  -0.62  0.1042
H  -1.08  1.98  0.76  0.5174
H  -1.73  -1.76  0.27  0.0634
H  -0.06  -2.05  0.82  -0.1664
H  -0.19  -1.15  -0.63  0.2115
H  -2.61  -0.35  1.92  0.4103
H  -1.54  0.80  2.82  0.3819
H  -0.76  -2.14  3.04  -0.5579
H  -2.04  -1.54  3.97  0.5664
H  0.08  -1.42  4.72  0.4115
C  -6.21  -3.05  -2.40  -0.6523
N  -5.68  -3.32  -3.79  0.1396
C  -5.83  -4.76  -4.01  -0.8686
C  -6.46  -2.55  -4.76  -0.9229
C  -4.24  -3.04  -3.96  -0.0755
C  -3.73  -1.63  -3.75  -0.1701
O  -3.72  -1.34  -2.35  -0.5608
H  -7.22  -3.50  -2.42  0.4667
H  -6.27  -1.96  -2.23  0.3264
H  -5.53  -3.52  -1.66  0.1652
H  -6.81  -5.08  -3.77  0.4464
H  -5.04  -5.31  -3.46  0.2923
H  -5.77  -4.95  -5.07  0.3964
H  -6.26  -2.77  -5.81  0.3655
H  -6.29  -1.54  -4.62  0.3950
H  -7.53  -2.76  -4.65  0.3955
H  -4.03  -3.33  -5.00  0.3409
H  -3.77  -3.68  -3.21  -0.3139
H  -4.34  -0.79  -4.16  0.4102
H  -2.67  -1.68  -4.11  0.0190
H  -3.23  -2.08  -1.89  0.2019
C  5.87  -2.13  -0.41  -0.8440
N  5.87  -0.74  0.13  0.5561
C  6.97  -0.57  1.08  -0.9082
C  6.28  0.16  -0.97  -1.5452
C  4.68  -0.23  0.74  0.3370
C  4.03  -1.05  1.86  0.4610
O  3.08  -1.85  1.15  -0.1145
H  6.80  -2.36  -0.86  0.4048
H  5.11  -2.20  -1.17  0.2515
H  5.67  -2.76  0.45  0.3242
H  7.91  -0.84  0.64  0.4362
H  6.81  -1.23  1.97  0.4141
H  7.01  0.47  1.42  0.3078
H  7.22  -0.16  -1.44  0.4305
H  6.38  1.14  -0.58  0.4492
H  5.52  0.12  -1.67  0.4052
H  3.90  -0.16  -0.01  -0.3152
H  4.95  0.74  1.03  -0.1007
H  3.47  -0.36  2.45  -0.6872
H  4.75  -1.64  2.48  0.4367
H  2.72  -2.63  1.66  0.0258
C  -2.63  -5.45  3.81  -0.9068
C  -1.70  -6.47  3.16  -0.2323
N  -1.40  -7.65  4.13  0.1539
C  -0.39  -7.69  5.06  -0.2267
C  -0.65  -8.79  5.83  -0.7973
N  -1.76  -9.46  5.29  0.1308
C  -2.20  -8.72  4.30  0.0005
C  -2.35  -10.71  5.81  -0.8147
H  -3.48  -6.01  4.22  0.4438
H  -3.00  -4.76  3.04  0.1324
H  -2.16  -4.86  4.59  0.3102
H  -0.78  -6.02  2.80  0.0423
H  -2.18  -7.07  2.39  0.2775
H  0.45  -6.98  5.03  0.7129
H  0.04  -9.17  6.55  0.3891
H  -3.09  -9.02  3.78  0.3941
H  -1.55  -11.55  5.92  0.3262
H  -2.95  -11.05  4.96  0.3111
H  -2.94  -10.42  6.67  0.3370
C  1.11  7.60  5.82  -1.2489
C  0.80  6.79  4.53  -0.5892
N  1.56  5.57  4.31  0.5298
C  1.24  5.12  2.89  -1.3897
C  3.07  5.77  4.32  -0.4448
C  3.52  6.89  3.42  -1.4200
C  1.21  4.53  5.42  -1.0541
C  1.49  3.06  5.13  0.3220
O  2.88  2.78  5.25  -0.4035
C  3.09  1.39  5.00  -0.8061
H  0.45  7.48  6.70  0.3278
H  0.95  8.66  5.57  0.4020
H  2.20  7.52  6.08  0.2796
H  1.05  7.45  3.71  0.4913
H  -0.25  6.52  4.55  0.5444
H  1.69  4.12  2.65  -0.2291
H  1.57  5.87  2.20  0.4465
H  0.18  5.02  2.79  0.8668
H  3.52  4.80  4.10  0.3101
H  3.29  6.04  5.38  0.6431
H  3.11  7.84  3.79  0.3311
H  3.41  6.66  2.36  0.2593
H  4.57  6.98  3.51  0.5153
H  0.15  4.74  5.56  0.4840
H  1.76  4.93  6.29  0.3989
H  1.09  2.76  4.14  -0.2185
H  0.82  2.55  5.89  0.4653
H  4.09  1.25  5.35  0.3055
H  3.02  1.21  3.94  0.1119
H  2.39  0.79  5.53  0.4536
C  0.63  6.11  -2.89  -1.2783
C  1.43  5.12  -3.84  -0.6888
N  2.55  4.38  -3.17  1.2519
C  2.19  3.71  -1.88  -0.4065
C  2.95  3.16  -4.04  -0.2666
C  3.37  3.53  -5.45  -1.5623
C  3.73  5.30  -2.93  -0.8376
C  4.99  4.64  -2.36  -0.4385
O  5.68  3.96  -3.39  -0.3377
C  6.92  3.40  -2.88  -0.3869
H  0.02  5.48  -2.22  0.2166
H  0.00  6.69  -3.48  0.4724
H  1.30  6.70  -2.26  0.2901
H  1.87  5.68  -4.65  0.5731
H  0.65  4.43  -4.18  0.3873
H  1.24  3.18  -2.04  0.6192
H  2.01  4.50  -1.16  0.4232
H  2.98  3.03  -1.56  -0.8519
H  2.11  2.46  -4.07  0.7010
H  3.74  2.67  -3.51  0.0563
H  4.21  4.22  -5.54  0.2921
H  2.49  4.08  -5.83  0.3716
H  3.48  2.66  -6.12  0.3892
H  3.45  5.96  -2.13  0.4245
H  3.90  5.85  -3.87  0.3923
H  4.77  4.13  -1.44  -0.0281
H  5.61  5.46  -1.98  0.7585
H  7.65  4.20  -2.62  0.3170
H  7.30  2.72  -3.63  0.3043
H  6.64  2.84  -1.92  -0.0401
C  0.89  -3.65  -1.61  -0.1875
C  0.62  -4.72  -2.65  -0.3092
N  0.98  -4.22  -4.04  0.9972
C  0.09  -3.05  -4.41  -0.9602
C  2.40  -3.72  -3.99  0.1813
C  3.43  -4.71  -3.55  -1.6438
C  0.83  -5.30  -5.13  -0.7231
C  -0.56  -5.77  -5.55  -0.9376
O  -1.42  -6.40  -4.64  -0.2089
C  -0.97  -7.66  -4.15  -0.6509
H  0.50  -2.71  -1.93  -0.4114
H  1.98  -3.42  -1.39  -0.0157
H  0.41  -3.98  -0.71  0.4962
H  -0.45  -4.99  -2.69  -0.0848
H  1.16  -5.69  -2.49  0.4173
H  0.32  -2.93  -5.46  0.6168
H  0.37  -2.19  -3.85  0.2167
H  -0.97  -3.32  -4.23  -0.0820
H  2.43  -2.93  -3.28  -0.1916
H  2.65  -3.21  -4.94  0.4832
H  3.20  -5.06  -2.55  0.2882
H  4.41  -4.28  -3.57  0.5176
H  3.46  -5.62  -4.19  0.3204
H  1.57  -6.01  -4.81  0.5169
H  1.25  -4.82  -6.02  0.4127
H  -0.30  -6.46  -6.40  0.4896
H  -1.15  -4.96  -6.08  0.2876
H  -0.02  -7.51  -3.64  0.1925
H  -0.71  -8.43  -4.95  0.3362
H  -1.77  -8.00  -3.51  0.2350
B  2.41  -0.36  -2.63  -0.0383
F  1.05  -0.27  -2.27  -0.3006
F  3.02  0.95  -2.31  0.0048
F  3.11  -1.31  -1.89  -0.0055
F  2.48  -0.57  -4.05  -0.3617
B  4.21  3.15  1.24  -0.0420
F  5.07  3.35  2.38  -0.2996
F  3.15  2.25  1.49  0.0848
F  3.61  4.42  0.83  -0.2780
F  5.03  2.67  0.16  -0.1128
B  -2.81  4.28  -0.27  0.3570
F  -3.92  3.36  -0.41  -0.4363
F  -3.38  5.57  -0.21  -0.3562
F  -2.05  4.05  0.89  -0.2740
F  -1.94  4.24  -1.37  -0.2649
B  1.03  -4.14  3.62  -0.3981
F  2.34  -3.72  3.47  -0.2873
F  1.07  -5.41  4.09  0.0624
F  0.50  -3.28  4.58  -0.3640
F  0.41  -4.03  2.37  -0.0557
B  -2.66  -4.82  -1.00  -0.1435
F  -3.96  -5.03  -1.35  -0.1437
F  -2.09  -3.60  -1.75  0.1957
F  -2.48  -4.58  0.38  -0.0670
F  -1.82  -5.87  -1.32  -0.2868

=====

| no. | lowest unoccupied orbital energy (eV) |
| --- | --- |
| 1 | -12.5414 |
| 2 | -4.3238 |